The following is a DFT calculation (the ωB97M-V functional and the def2-TZVPD basis) of C39H46N8P2Se2Si2Te2Tl as an isolated structure in a non-equilibrium geometry.

CARTESIAN COORDINATES (ANGSTROEM)
Tl 1.535498 1.506241 -0.537529
C -2.959116 4.509301 -1.192101
Si -1.260303 4.184758 -0.429087
C -0.009111 5.107121 -1.487618
C -1.358724 5.008485 1.257741
N -0.810411 2.541772 -0.423984
P -1.369322 1.085303 -0.142034
C -0.084239 -0.057908 -0.231798
P 0.533543 -1.076668 1.009151
N 1.759504 -0.517666 1.815288
Si 2.544643 -0.423949 3.309902
C 1.885552 0.933971 4.432956
C 4.362185 -0.044672 3.027096
C 2.473915 -2.044686 4.293431
C 1.035238 -2.658132 0.207134
C 0.571670 -3.012348 -1.054458
C 0.904636 -4.235254 -1.619974
C 1.707161 -5.124542 -0.921137
C 2.173963 -4.783212 0.341232
C 1.838384 -3.559035 0.898304
C -0.823520 -1.774312 2.027588
C -1.743403 -2.654622 1.458276
C -2.742487 -3.227166 2.225930
C -2.839804 -2.926571 3.579125
C -1.939761 -2.041434 4.150037
C -0.938494 -1.470303 3.375365
C -2.610576 0.613080 -1.413443
C -2.291828 -0.362270 -2.351539
C -3.178299 -0.690914 -3.367992
C -4.405242 -0.052164 -3.452000
C -4.741465 0.915278 -2.512209
C -3.850271 1.241730 -1.503562
C -2.326390 1.076969 1.408360
C -3.467882 0.312490 1.626321
C -4.124547 0.367286 2.846220
C -3.646769 1.186038 3.859764
C -2.498341 1.938728 3.656777
C -1.842005 1.880816 2.437468
H -3.096479 5.592169 -1.265886
H -3.064426 4.086477 -2.192581
H -3.768713 4.124204 -0.569287
H 0.028662 6.169917 -1.242692
H 0.995566 4.705237 -1.337168
H -0.258064 5.022652 -2.548198
H -1.468456 6.085365 1.101799
H -2.228807 4.666916 1.825826
H -0.460429 4.847233 1.853446
H 1.988420 1.896890 3.932622
H 0.838358 0.810422 4.720979
H 2.478310 0.963425 5.351898
H 4.470967 0.867868 2.438216
H 4.893844 0.092250 3.970562
H 4.857638 -0.856909 2.488325
H 1.510633 -2.552482 4.211854
H 3.245559 -2.738953 3.950247
H 2.656449 -1.854249 5.354099
H -0.038667 -2.297624 -1.592288
H 0.550708 -4.484460 -2.613236
H 1.978963 -6.075454 -1.362801
H 2.806464 -5.470043 0.890652
H 2.213565 -3.291321 1.879908
H -1.672036 -2.904347 0.405564
H -3.445555 -3.912413 1.768200
H -3.617698 -3.377899 4.182992
H -2.014106 -1.787521 5.199886
H -0.240393 -0.778228 3.829628
H -1.326789 -0.845241 -2.273827
H -2.903547 -1.445661 -4.095105
H -5.100929 -0.306689 -4.242248
H -5.699960 1.416165 -2.565447
H -4.128848 1.992520 -0.775117
H -3.844995 -0.331987 0.842115
H -5.006993 -0.239144 3.008376
H -4.165649 1.230861 4.809638
H -2.110805 2.573168 4.443731
H -0.944242 2.470748 2.277198
N 4.057969 -1.288580 -0.249074
C 3.602627 -1.548415 -1.483974
N 4.175850 -2.538630 -2.174959
C 3.636706 -2.740413 -3.370721
N 4.105357 -3.798356 -4.087566
N 2.663110 -2.017605 -3.937378
C 2.215122 -1.020808 -3.172087
N 2.611464 -0.763951 -1.944611
C 1.186790 -0.133765 -3.806355
C 0.712144 -0.440162 -5.077568
C -0.206704 0.410335 -5.668775
C -0.622304 1.536563 -4.981498
C -0.103659 1.757413 -3.713672
N 0.772629 0.942874 -3.141452
H 4.666279 -1.982710 0.150668
H 3.450965 -0.781885 0.390821
H 4.965986 -4.208593 -3.771717
H 3.892862 -3.814604 -5.068393
H 1.072927 -1.326266 -5.575611
H -0.591319 0.192326 -6.657260
H -1.339912 2.228364 -5.399934
H -0.417804 2.603300 -3.112050
Se 2.140634 3.318228 1.379921
Te 4.162729 4.633657 0.735660
Te 5.362384 2.682251 -0.679361
Se 3.456061 2.364029 -2.247932

Cartesian forces, eV/Å:
0.084 -0.105 -0.269
0.053 0.087 0.034
0.025 -0.004 -0.119
-0.006 -0.075 0.087
-0.063 -0.002 0.008
-0.017 0.037 -0.218
-0.024 -0.292 -0.192
0.419 0.791 0.599
-0.011 -0.201 -0.308
0.033 -0.068 0.024
-0.087 0.001 0.009
0.016 -0.064 0.047
-0.065 -0.054 -0.043
0.035 0.017 0.009
-0.033 0.047 -0.061
0.034 0.055 0.005
0.019 -0.030 -0.058
0.018 -0.014 -0.016
0.024 -0.027 -0.001
0.061 0.031 0.084
-0.033 0.083 -0.039
-0.021 -0.001 -0.072
-0.050 -0.011 0.033
-0.009 0.005 0.007
-0.017 0.000 -0.003
0.025 0.111 0.100
-0.022 -0.095 0.119
0.006 0.026 -0.005
0.004 -0.021 -0.038
-0.024 0.013 -0.001
-0.008 -0.018 -0.039
-0.047 0.060 0.065
0.016 -0.003 0.021
0.006 -0.030 -0.029
-0.027 -0.019 0.033
-0.006 -0.001 0.016
-0.004 -0.035 0.001
0.130 0.040 0.044
-0.026 0.033 -0.036
0.004 -0.046 -0.032
-0.015 -0.003 0.023
-0.049 0.063 0.014
0.023 -0.006 -0.009
0.025 -0.028 -0.058
-0.012 0.046 0.015
0.041 -0.016 -0.010
0.036 -0.021 -0.003
-0.013 0.053 -0.030
0.001 -0.013 -0.032
0.010 0.014 0.038
0.012 0.064 -0.044
0.007 0.017 0.064
0.019 -0.007 -0.015
-0.026 0.028 -0.018
0.013 -0.035 -0.014
0.039 0.000 0.038
0.008 0.002 -0.019
0.000 -0.007 -0.002
-0.001 -0.001 -0.004
0.003 -0.008 -0.001
-0.021 0.017 -0.012
0.007 0.017 0.025
-0.005 -0.008 0.003
-0.005 0.000 0.000
-0.005 -0.004 0.021
-0.031 -0.015 -0.043
0.020 0.003 -0.008
-0.008 -0.005 -0.007
-0.004 -0.003 -0.006
-0.018 0.005 -0.006
0.024 -0.006 0.011
-0.008 -0.003 -0.016
-0.013 0.002 0.000
0.002 -0.004 0.008
-0.002 0.009 0.019
-0.052 -0.051 -0.013
0.029 -0.076 -0.002
-0.021 0.037 0.096
-0.048 -0.020 -0.026
-0.031 0.014 -0.011
0.038 -0.065 -0.007
0.077 0.023 0.045
0.033 -0.130 -0.072
-0.112 -0.005 -0.057
-0.061 -0.046 -0.089
-0.045 0.000 0.023
-0.020 0.002 -0.036
0.010 0.008 0.070
-0.091 -0.009 -0.019
0.130 -0.004 -0.015
0.007 0.023 0.001
-0.021 -0.008 0.038
-0.003 0.001 -0.009
-0.002 0.015 0.000
0.018 -0.018 0.000
-0.008 0.007 -0.007
-0.017 0.003 -0.017
0.013 0.026 -0.016
-0.057 -0.061 0.409
-0.028 0.050 -0.035
-0.031 -0.032 0.001
-0.169 -0.045 0.059

## Properties
**Orbital gap**: 0.2395 hartree
**Calculated total energy**: -8725.24481 a.u.
**Net charge**: -1
**Max |F|**: 0.0209 hartree/bohr
**LUMO level**: 2.23 eV
**HOMO**: -4.290 eV